No. 1
102
Properties=species:S:1:pos:R:3 method="wB97M-V/def2-TZVPD" gap_ev=7.66 charge=+2 fmax_ev_per_a=1.35 multiplicity=1
Sn -0.090 0.428 -0.071
Ge -2.322 3.098 -0.738
N 0.066 0.626 2.120
N -0.816 -1.431 -0.121
N 1.763 -0.085 -0.640
C -2.126 4.528 -2.046
C 2.469 1.035 -1.260
C -3.367 1.598 -1.414
C -0.700 1.224 5.459
C 0.149 0.595 3.265
C 0.515 0.532 7.410
C -2.753 -2.272 -1.421
C 1.473 -0.101 6.625
C -3.043 3.704 0.972
C 2.135 -1.346 -1.059
C -2.519 -1.063 2.236
C -4.913 -2.471 -0.342
C 0.267 0.582 4.674
C -2.877 -1.964 3.421
C -3.014 0.364 2.462
C 4.088 2.801 -1.196
C -0.028 -2.442 -0.455
C 1.359 -0.082 5.249
C 4.983 -0.079 0.514
C 1.822 -3.797 -1.135
C -2.616 -1.744 -3.883
C -1.817 -3.963 -3.047
C 3.686 3.240 -2.443
C -0.072 1.840 -3.842
C -0.565 1.190 6.833
C 3.364 -1.548 -1.711
C 0.941 0.800 -3.336
C -3.053 -1.586 0.920
C -0.449 2.465 -0.348
C 1.489 -0.006 -4.517
C 3.807 -2.812 -2.007
C 3.516 1.687 -0.583
C 4.202 1.225 0.703
C -1.963 -2.475 -2.710
C 1.323 -2.489 -0.808
C 2.691 2.555 -3.114
C -2.247 -1.742 -0.212
C -4.393 -1.939 0.823
C 3.048 -3.963 -1.705
C -4.096 -2.640 -1.444
C 2.063 1.454 -2.541
C 3.308 1.119 1.933
H 0.400 0.092 -2.690
H -1.408 5.277 -1.711
H -2.573 -2.996 3.241
H 4.774 -2.921 -2.483
H 3.421 -4.950 -1.946
H 4.897 3.314 -0.690
H -4.101 0.414 2.386
H -1.529 1.743 4.996
H 2.105 0.632 -5.156
H 4.314 -0.940 0.457
H -3.088 5.021 -2.191
H 2.101 -0.848 -4.188
H -2.730 0.734 3.451
H -0.939 1.347 -4.277
H 0.364 2.468 -4.619
H -2.707 -0.682 -3.688
H 5.596 -0.055 -0.390
H -2.025 -1.885 -4.791
H 3.922 0.965 2.824
H -3.618 -2.129 -4.082
H -2.376 -1.613 4.326
H -0.558 -3.390 -0.510
H 4.162 4.099 -2.898
H -1.798 4.131 -3.006
H -4.511 -3.064 -2.351
H -1.299 1.681 7.458
H -1.409 -4.537 -2.211
H 5.652 -0.235 1.363
H 3.984 -0.695 -1.947
H 0.614 0.514 8.488
H -3.268 2.864 1.625
H 0.669 -0.395 -5.125
H -2.926 1.169 -2.311
H -0.958 -2.069 -2.598
H 4.936 2.005 0.913
H 2.094 -0.570 4.621
H -3.482 0.814 -0.656
H -0.104 2.793 0.636
H 2.310 -0.606 7.089
H -1.434 -1.054 2.168
H -4.368 1.951 -1.671
H 2.393 2.887 -4.100
H -2.345 4.369 1.484
H -1.158 -4.096 -3.907
H -5.952 -2.771 -0.386
H -2.784 -4.401 -3.300
H -3.950 -1.960 3.620
H 2.718 2.025 2.089
H 2.645 0.259 1.841
H 0.317 2.653 -1.101
H -0.413 2.502 -3.044
H 1.190 -4.655 -0.935
H -5.033 -1.832 1.690
H -2.609 1.051 1.716
H -3.971 4.254 0.806



No. 2
11
Properties=species:S:1:pos:R:3 method="wB97M-V/def2-TZVPD" gap_ev=9.36 fmax_ev_per_a=1.05 multiplicity=1
O -2.560 -0.539 0.432
N 0.665 -0.874 -0.556
N 0.943 1.230 0.221
C -0.019 1.221 -0.661
C -0.458 -0.142 -0.980
C 1.104 -0.119 0.530
C -1.442 -0.342 0.166
H -0.242 -0.275 1.143
H 0.551 -1.871 -0.428
H 1.961 -0.424 1.127
H -0.503 2.134 -0.993



No. 3
67
Properties=species:S:1:pos:R:3 method="wB97M-V/def2-TZVPD" gap_ev=8.95 charge=+2 fmax_ev_per_a=0.32 multiplicity=1
Cu 0.139 -0.136 0.537
P 1.535 -2.785 -0.178
P -1.357 -2.683 0.545
O 1.812 -1.398 0.319
O 0.058 -3.334 0.128
O -1.518 -1.278 0.080
N 1.678 -2.840 -1.800
N 2.854 1.139 1.338
N 2.427 -3.897 0.642
N 0.229 0.372 2.699
N 0.095 1.899 -0.067
N -1.266 -2.767 2.195
N -2.470 -3.650 -0.126
C 3.869 -3.618 0.681
C 2.547 2.443 2.041
C -3.550 -3.168 -0.987
C 0.288 3.014 0.905
C 0.334 1.770 3.176
C 1.229 -4.015 -2.545
C 2.035 -1.699 -2.631
C -2.496 -2.310 2.858
C 2.150 -5.334 0.555
C -2.469 -5.087 0.129
C 1.769 3.356 1.101
C -0.404 2.723 2.236
C 1.797 2.176 3.340
C -0.612 -3.863 2.913
H 2.577 -5.781 -0.347
H 2.335 1.444 3.951
H 1.962 0.710 1.033
H 0.781 -0.241 3.293
H -0.128 1.857 4.164
H -1.613 -5.372 0.740
H 2.604 -5.820 1.419
H -2.257 -2.003 3.877
H -1.239 -4.758 2.968
H 1.815 4.354 1.543
H 0.335 -3.778 -3.128
H 1.828 3.108 3.909
H -1.417 2.354 2.054
H -2.917 -1.461 2.320
H 4.377 -3.967 -0.223
H 0.584 2.133 -0.927
H 0.339 -4.108 2.447
H -0.729 0.052 2.825
H -3.520 -3.692 -1.943
H 2.278 3.446 0.136
H -0.416 -3.534 3.933
H 2.388 -0.882 -2.009
H -0.888 1.899 -0.335
H 0.987 -4.835 -1.872
H -2.406 -5.630 -0.815
H 1.079 -5.519 0.579
H 2.828 -1.984 -3.324
H -0.175 3.912 0.487
H 4.040 -2.550 0.797
H -3.434 -2.103 -1.161
H 2.012 -4.351 -3.226
H 4.296 -4.131 1.541
H 3.328 0.467 1.944
H -3.380 -5.393 0.646
H 3.430 1.284 0.509
H 1.173 -1.361 -3.213
H -0.526 3.675 2.758
H 3.515 2.888 2.267
H -4.517 -3.354 -0.516
H -3.252 -3.099 2.909



No. 4
21
Properties=species:S:1:pos:R:3 method="wB97M-V/def2-TZVPD" gap_ev=9.38 smiles=CCNCN.O.O fmax_ev_per_a=1.27 multiplicity=1
O 2.077 -0.467 -4.157
O 2.570 3.044 0.759
N -1.424 0.017 -0.155
N 0.189 0.970 1.605
C -0.172 0.705 0.199
C -1.375 -2.116 1.291
C -1.540 -1.445 -0.091
H -0.600 -2.839 1.301
H 2.320 -1.387 -4.245
H -2.199 0.399 0.369
H -0.194 1.865 1.877
H 2.309 3.965 0.858
H -0.786 -1.824 -0.780
H 2.743 0.096 -3.764
H 0.600 0.074 -0.236
H -0.317 1.663 -0.306
H -0.308 0.290 2.172
H 1.967 2.657 0.120
H -1.041 -1.418 2.041
H -2.546 -1.629 -0.453
H -2.270 -2.619 1.594



No. 5
12
Properties=species:S:1:pos:R:3 method="wB97M-V/def2-TZVPD" gap_ev=11.58 smiles=C1CCC1 fmax_ev_per_a=3.96 multiplicity=1
C 1.005 0.445 -0.085
C -0.468 0.986 0.051
C -1.040 -0.477 -0.048
C 0.494 -0.953 0.075
H 1.506 0.809 -1.045
H -0.973 1.694 -0.713
H 0.782 -1.501 0.940
H -1.483 -0.773 -1.008
H -1.687 -0.686 0.778
H 1.793 0.725 0.719
H -0.587 1.450 1.120
H 0.709 -1.716 -0.752



No. 6
11
Properties=species:S:1:pos:R:3 method="wB97M-V/def2-TZVPD" gap_ev="8.23 / 8.23" fmax_ev_per_a=5.09 multiplicity=1
S 0.091 0.634 1.079
S 0.045 2.144 -0.500
F -2.003 -1.107 -0.389
F 0.081 -1.830 -0.430
O 1.477 0.210 1.006
O -0.369 0.980 2.404
N 0.833 1.118 -1.459
C -0.916 -1.339 0.321
H -1.055 -1.937 1.116
H 1.549 0.562 -0.995
H 0.267 0.566 -2.153



No. 7
18
Properties=species:S:1:pos:R:3 method="wB97M-V/def2-TZVPD" gap_ev=10.12 smiles=NCCN.O.O fmax_ev_per_a=1.64 multiplicity=1
O 5.466 1.068 2.088
O -1.526 -3.265 -3.549
N -1.651 1.842 0.675
N 0.434 -0.414 0.632
C -1.842 0.486 0.180
C -0.565 -0.046 -0.428
H -1.375 1.943 1.642
H 4.593 1.428 2.282
H 1.316 0.020 0.364
H -1.805 -2.822 -2.741
H -2.569 0.526 -0.635
H -2.215 -0.160 0.980
H 5.344 0.125 2.232
H -0.642 -0.936 -1.057
H -0.117 0.704 -1.084
H -0.611 -2.983 -3.680
H 0.243 0.069 1.507
H -2.479 2.416 0.592



No. 8
83
Properties=species:S:1:pos:R:3 method="wB97M-V/def2-TZVPD" s2=0.751 gap_ev="9.67 / 9.69" charge=+1 fmax_ev_per_a=3.13 multiplicity=2
Ce 0.417 -0.097 -2.109
S 3.571 1.321 -3.344
S 1.888 3.339 -2.293
F 5.412 1.880 -5.176
F 0.978 3.120 -4.714
F -0.083 4.591 -3.636
F 3.405 2.699 -5.625
F 3.763 0.611 -5.779
F 1.937 5.051 -4.370
O 0.834 2.397 -1.980
O 1.335 -3.574 -3.745
O -3.927 0.454 -0.979
O 0.026 -1.884 -3.193
O 4.677 0.784 -2.627
O 2.401 0.356 -3.420
O -1.832 0.201 -1.564
O 2.150 4.388 -1.376
N 3.129 2.735 -2.867
N 1.055 0.524 0.799
N -2.452 -1.083 0.760
N -2.167 1.612 0.961
N 0.486 -2.466 -0.516
C -3.247 1.514 1.908
C 1.912 -2.617 0.025
C -3.263 2.698 2.859
C 2.351 -0.171 1.187
C -3.228 -1.081 2.109
C -0.903 1.904 1.640
C -2.438 2.197 -0.350
C 1.156 4.121 -3.793
C -1.887 -2.273 0.155
C 0.353 -3.561 -1.534
C 2.242 -1.733 1.191
C 2.888 -2.402 -1.140
C -2.821 0.901 -1.115
C 0.093 0.772 1.871
C -4.671 -1.426 1.685
C -3.033 0.283 2.751
C -0.439 -2.669 0.558
C 0.597 -3.051 -2.974
C 2.774 0.258 2.593
C 3.446 0.354 0.225
C 4.071 1.662 -5.099
C -2.660 -2.122 3.055
H 4.365 -0.180 0.555
H -4.145 1.478 1.333
H -0.442 -0.120 2.150
H 3.926 -2.190 -0.724
H 1.414 1.460 0.631
H -2.605 -3.126 0.363
H -3.209 3.007 -0.333
H 2.221 -0.289 3.360
H 3.821 -0.019 2.772
H -3.158 -0.814 0.025
H -1.699 -0.365 0.783
H 1.063 -4.362 -1.299
H -0.340 2.584 1.004
H -2.510 2.431 3.689
H -0.509 -3.726 0.840
H -1.019 2.406 2.583
H -3.382 -2.188 3.936
H 0.603 1.074 2.859
H 3.641 1.391 0.380
H 2.795 1.383 2.745
H 3.203 -2.095 1.499
H -1.634 -1.906 3.423
H -2.987 3.634 2.304
H -5.043 -0.756 0.898
H -3.751 0.265 3.609
H -4.720 -2.462 1.450
H -1.951 -2.123 -0.901
H 1.637 -1.960 2.078
H -4.144 2.928 3.420
H 2.621 -1.584 -1.879
H -2.676 -3.089 2.584
H -1.534 2.649 -0.785
H 2.940 -3.251 -1.736
H -2.080 0.340 3.266
H -5.317 -1.298 2.576
H 1.949 -3.672 0.396
H 3.221 0.198 -0.867
H -0.227 -2.196 1.489
H -0.633 -3.970 -1.488



No. 9
136
Properties=species:S:1:pos:R:3 method="wB97M-V/def2-TZVPD" gap_ev=9.63 charge=+5 fmax_ev_per_a=3.40 multiplicity=1
O 3.765 6.424 -2.962
O 0.043 1.897 3.827
O -0.401 -0.182 0.728
O 3.124 -0.287 4.761
O -1.581 -1.988 0.721
O 1.274 2.585 -3.287
O 3.550 -0.878 -3.581
O -0.301 -3.072 -4.102
O 0.416 -1.972 -0.043
N -4.997 1.383 4.525
N -4.385 2.727 -4.268
N 0.576 -5.432 2.364
N -0.664 -5.565 0.601
N 2.620 1.246 2.634
N -3.666 -0.268 4.099
N 3.261 4.206 -3.945
N -4.326 1.893 -2.237
N -0.522 -1.372 0.488
N 1.753 -2.560 -2.474
C -4.447 2.705 -5.706
C 4.093 -1.930 -2.790
C 4.128 7.560 -2.170
C 3.964 -0.826 -4.952
C -3.413 0.706 3.102
C 2.834 -1.158 5.894
C 4.382 4.965 -4.625
C -1.584 -1.355 4.873
C -4.615 0.223 4.958
C -0.402 2.494 5.078
C 0.301 -4.260 -3.567
C 1.025 -6.471 1.622
C 3.585 2.855 -3.351
C -1.479 -3.419 -4.782
C -4.498 1.657 -3.520
C 2.454 2.472 -2.481
C -4.248 3.803 -3.348
C -4.354 0.875 -1.173
C 0.780 2.891 3.140
C -1.776 -5.331 -0.331
C 3.079 -2.347 -1.772
C -0.381 -4.834 1.673
C 1.014 -5.062 3.742
C 1.635 2.235 2.069
C 4.019 6.424 -4.344
C 3.278 -0.966 3.532
C -4.333 1.699 3.361
C -5.743 0.873 -0.453
C -0.056 -5.571 4.709
C 2.301 -0.196 2.626
C -2.978 -1.530 4.244
C -4.171 3.295 -2.118
C 0.269 -6.586 0.526
C -6.027 2.115 5.297
C 1.675 -3.881 -3.146
C 0.201 2.334 -2.414
H -0.921 -3.970 1.994
H -1.573 -5.846 -1.267
H 0.260 -7.316 -0.249
H 4.340 -2.744 -3.471
H -6.624 2.631 4.548
H 3.631 0.181 -5.247
H 2.956 4.786 -3.166
H -5.190 3.415 -5.958
H 5.032 -1.618 -2.316
H -3.534 0.927 -0.465
H 1.938 -5.565 3.942
H 1.704 -1.826 -3.171
H 4.394 4.670 -5.656
H 2.385 3.048 -1.530
H -3.489 2.783 -6.205
H -0.982 1.788 5.661
H 1.140 1.711 1.244
H 1.005 -2.474 -1.760
H -1.042 -5.107 4.440
H 4.525 2.972 -2.827
H -2.714 -5.665 0.122
H 0.170 -5.302 5.728
H -4.283 -0.044 -1.750
H -4.997 -0.321 5.807
H 3.060 6.712 -4.925
H 3.663 -1.793 6.184
H 4.344 8.481 -2.765
H -4.897 0.749 -3.905
H 0.180 1.306 -1.925
H -3.638 -2.155 4.848
H -0.973 3.402 4.846
H -1.152 -0.445 4.444
H -5.733 1.750 0.201
H 2.237 3.083 1.708
H 2.599 1.432 -2.275
H 1.953 -1.769 5.754
H -0.386 -4.626 -2.800
H 2.864 1.510 3.591
H 2.345 -0.574 1.619
H 4.329 -0.859 3.200
H 1.124 -3.975 3.708
H 0.178 3.133 -1.663
H -1.622 -1.175 5.941
H 0.447 2.808 5.678
H 4.981 7.302 -1.569
H 3.225 -3.227 -1.162
H 2.288 -3.754 -4.025
H 3.132 -2.045 3.636
H 2.414 4.021 -4.493
H -4.262 4.826 -3.706
H 1.295 -0.315 3.072
H -0.712 2.465 -3.016
H -4.865 1.691 -5.932
H 5.329 4.832 -4.131
H 5.053 -0.857 -5.101
H -1.322 -4.069 -5.619
H -2.200 -3.985 -4.136
H -6.718 1.343 5.650
H 3.442 1.400 2.057
H 0.086 3.634 2.730
H 2.100 -4.618 -2.494
H -0.944 -2.209 4.657
H 1.474 3.430 3.819
H 1.856 -7.092 1.909
H -1.969 -2.496 -5.101
H -5.706 2.819 6.077
H 3.293 7.768 -1.475
H -0.188 -6.663 4.690
H -4.445 2.598 2.837
H 3.678 2.220 -4.229
H -2.649 0.655 2.349
H 0.307 -5.099 -4.287
H -5.706 -0.041 0.135
H 2.687 -0.515 6.753
H 3.016 -1.438 -1.223
H 4.806 7.059 -4.702
H -4.070 3.811 -1.185
H -1.817 -4.278 -0.386
H -2.907 -1.931 3.228
H 3.422 -1.541 -5.574
H -6.501 0.945 -1.218



No. 10
38
Properties=species:S:1:pos:R:3 method="wB97M-V/def2-TZVPD" gap_ev=6.40 charge=-1 fmax_ev_per_a=6.44 multiplicity=1
Br -0.654 0.797 0.363
S -3.245 3.288 -1.102
P 1.549 -4.079 -0.457
F -3.204 2.032 -2.022
O 0.649 3.760 -0.736
O 1.773 -3.386 -1.925
O 1.699 -5.393 0.520
O -3.444 4.463 -1.897
O 0.365 -3.389 0.094
O 2.965 -3.516 0.095
O -0.615 2.736 -2.256
O -4.328 3.080 -0.177
N -1.566 4.834 0.322
C -1.938 3.120 3.391
C 0.676 -3.464 -2.853
C 2.671 -6.388 0.153
C 3.573 -2.319 -0.392
C -0.922 2.933 2.234
C -1.585 2.436 0.939
C -1.643 3.515 -0.174
C -0.420 3.295 -1.170
H 3.974 -2.473 -1.392
H -2.583 2.095 1.194
H 3.675 -5.961 0.147
H 2.445 -6.810 -0.828
H -1.844 2.302 4.104
H -0.157 -2.860 -2.497
H 0.355 -4.496 -2.994
H 4.396 -2.087 0.282
H 2.870 -1.487 -0.387
H 2.627 -7.184 0.893
H -2.969 3.137 3.036
H -0.314 3.821 2.103
H 1.022 -3.065 -3.803
H -2.199 5.005 1.093
H -0.251 2.146 2.567
H -1.655 5.522 -0.410
H -1.748 4.042 3.943